The following is a DFT calculation (ωB97M-V/def2-TZVPD) of one molecule with the formula C6H12O.

Geometry (Å):
C -0.80110 -1.36275 -0.85897
C -0.17512 -1.12698 0.50950
O -0.62190 -1.98987 1.52483
C 1.23771 -0.61614 0.58241
C 0.07637 0.25982 1.00905
C -0.41673 1.48964 0.25988
C 0.44576 1.91121 -0.92501
H -0.05606 -1.63492 -1.61437
H -1.34096 -0.48458 -1.22803
H -1.53068 -2.17517 -0.79405
H -0.51478 -2.89646 1.21642
H 1.88093 -1.00025 1.36897
H 1.74221 -0.40335 -0.35886
H -0.01668 0.33057 2.09047
H 1.46789 2.11163 -0.58757
H -0.47540 2.32570 0.96573
H -1.44989 1.31079 -0.06976
H 0.05213 2.81837 -1.39530
H 0.49630 1.13273 -1.69534

HOMO energy   -9.36 eV
Spin multiplicity   1
Maximum force   0.35 eV Å⁻¹
M   100.2 g/mol